Molecular formula: C31H41BN6PdS
Method: DFT, ωB97M-V/def2-TZVPD

Structure (ORCA input):
```
! RIJCOSX wB97M-V def2-TZVPD def2/J DEFGRID3
* xyz 0 1
Pd 0.3732 -0.0475 -0.0332
C 4.1630 0.8422 2.8787
N 4.1510 1.0159 1.4311
C 4.9108 1.9111 0.6979
C 4.5145 1.8199 -0.5809
N 3.5099 0.8574 -0.6242
C 3.2857 0.3836 0.6275
S 2.1585 -0.7846 1.1146
C 2.8460 0.4545 -1.8081
C 3.6103 0.2492 -2.9430
C 2.9656 -0.0146 -4.1375
C 1.5856 -0.0570 -4.1508
C 0.9023 0.1259 -2.9627
N 1.5149 0.3752 -1.7948
H 4.9786 1.4290 3.2905
H 4.3034 -0.2056 3.1299
H 3.2116 1.1781 3.2885
H 5.6495 2.5426 1.1586
H 4.8220 2.3602 -1.4588
H 4.6895 0.2903 -2.8788
H 3.5368 -0.1825 -5.0415
H 1.0351 -0.2449 -5.0623
H -0.1753 0.0833 -2.9125
C -2.8560 -2.5887 -0.4768
C -1.6750 -3.5166 -0.7759
C -0.6663 -2.9139 -1.7605
C -0.9570 -4.0422 0.4569
C -0.8242 -5.4208 0.5807
C -0.1686 -5.9984 1.6555
C 0.3824 -5.1828 2.6234
C 0.2806 -3.7958 2.5502
C 0.9577 -2.9779 3.6403
C 2.4484 -3.3195 3.7510
C 0.2696 -3.1683 4.9954
C -0.4185 -3.2164 1.4674
N -0.5550 -1.8064 1.3944
C -1.1344 -1.2165 2.3876
C -1.1226 0.1776 2.5960
C -1.7468 0.9058 3.6182
C -1.3954 2.2338 3.4059
C -0.5674 2.2594 2.2647
N -0.3979 1.0172 1.7909
C 0.0434 3.4728 1.5938
C 1.5563 3.2654 1.4314
C -0.5752 3.6718 0.2028
C -0.2066 4.7268 2.4307
H -3.4016 -2.3663 -1.3969
H -2.5390 -1.6456 -0.0489
H -3.5495 -3.0673 0.2196
H -2.0948 -4.3992 -1.2644
H -0.0546 -2.1529 -1.2841
H -1.1841 -2.4596 -2.6100
H 0.0039 -3.6928 -2.1330
H -1.2567 -6.0548 -0.1865
H -0.0874 -7.0760 1.7325
H 0.9063 -5.6309 3.4612
H 0.8961 -1.9226 3.3835
H 2.6057 -4.3362 4.1195
H 2.9355 -2.6373 4.4546
H 2.9416 -3.2325 2.7803
H 0.3425 -4.2072 5.3269
H -0.7890 -2.9102 4.9449
H 0.7390 -2.5377 5.7545
H -1.6622 -1.8179 3.1326
H -2.3798 0.5030 4.3963
H -1.6984 3.0850 3.9967
H 1.7195 2.3703 0.8331
H 2.0400 3.1410 2.4058
H 2.0159 4.1193 0.9232
H -0.3316 2.8354 -0.4531
H -0.1969 4.5942 -0.2503
H -1.6639 3.7345 0.2631
H 0.1967 4.6179 3.4410
H -1.2758 4.9341 2.5078
H 0.2727 5.5900 1.9611
B -3.7702 1.2693 -1.8036
C -2.3467 0.8295 -1.3245
N -1.2987 0.4736 -0.9939
H -4.1585 2.0955 -1.0069
H -3.6342 1.7374 -2.9149
H -4.4526 0.2691 -1.8061
*
```

Summary:
- E_HOMO (alpha / beta): -6.97 / -6.97 eV
- Energy above the lowest of the compared OMol25 structures with the same formula, charge and spin: 0.00 kJ/mol
- DFT total energy: -56744.723 eV
- Kohn-Sham gap (alpha / beta): 6.2 / 6.2 eV

For reference, the Mulliken charges in units of e are: 0.11, -0.86, 0.34, -0.61, -0.37, 0.81, -0.59, -0.21, 0.07, -1.09, -0.49, -0.99, -0.19, 0.63, 0.32, 0.34, 0.34, 0.46, 0.55, 0.58, 0.42, 0.47, 0.43, -1.39, 0.38, -1.00, 0.95, -0.96, -1.47, -0.52, 0.75, 1.18, -1.59, -1.57, -0.85, 1.36, -0.68, 0.26, -1.88, -0.58, -0.95, 1.35, 2.76, -0.92, -1.46, -2.47, 0.50, -0.08, 0.34, 0.53, 0.05, 0.37, 0.48, 0.40, 0.36, 0.35, -0.04, 0.39, 0.38, 0.31, 0.33, 0.32, 0.43, 0.43, 0.51, 0.59, -0.31, 0.40, 0.42, -0.08, 0.46, 0.43, 0.44, 0.46, 0.44, 0.52, -0.21, -0.68, -0.12, -0.15, -0.12